This record from the Open Molecules 2025 dataset describes 13 unconnected molecules or ions with the total composition C64H158B5F20N8O7. The level of theory is ωB97M-V with the def2-TZVPD basis set.

The total charge is +3. The HOMO energy is -11.253 eV.

Element x y z (Å)
C  -10.28437  3.10689  -8.40141
C  -9.33879  4.27483  -8.89055
N  -8.97147  5.23284  -7.68655
C  -8.23249  6.45672  -8.22314
C  -10.26640  5.75157  -6.95050
C  -11.39008  6.45383  -7.90128
C  -8.06898  4.41345  -6.69696
C  -6.53317  4.50135  -7.06601
O  -6.26353  4.00623  -8.37788
C  -4.93612  3.57170  -8.69013
H  -9.80769  2.47702  -7.65030
H  -10.28492  2.28068  -9.11237
H  -11.27646  3.34129  -8.01552
H  -9.91750  4.84699  -9.61570
H  -8.45201  3.94642  -9.43265
H  -7.84025  7.01358  -7.37216
H  -8.89508  7.00556  -8.89236
H  -7.47008  6.23340  -8.96942
H  -9.92389  6.50493  -6.24111
H  -10.55921  4.90068  -6.33539
H  -11.84115  5.74489  -8.59556
H  -10.98813  7.24952  -8.52850
H  -12.08092  6.99777  -7.25711
H  -8.34254  3.36442  -6.58381
H  -8.31602  4.69502  -5.67335
H  -6.11988  3.97719  -6.20430
H  -6.11666  5.50785  -7.02645
H  -4.37213  3.26275  -7.81004
H  -4.33156  4.44810  -8.92363
H  -4.88040  2.80251  -9.46041
C  0.52323  11.27551  3.67325
C  0.33303  10.70758  5.14561
N  1.62138  10.88765  5.98516
C  2.62006  9.80685  5.44278
C  2.31029  12.21729  5.81886
C  1.43562  13.39406  6.44587
C  1.30507  10.60576  7.49667
C  1.07333  9.13489  7.87975
O  0.15636  8.51595  7.13805
C  -1.19246  8.67970  7.55241
H  -0.23294  10.97932  2.94620
H  1.45633  10.97196  3.19860
H  0.58947  12.35972  3.58281
H  0.13896  9.64399  5.00700
H  -0.46918  11.18442  5.70880
H  3.55938  9.80474  5.99576
H  2.88473  10.04832  4.41334
H  2.14994  8.82367  5.46363
H  2.55044  12.29819  4.75873
H  3.31609  12.13261  6.23031
H  1.60193  14.38781  6.03010
H  1.64205  13.45185  7.51459
H  0.38991  13.10659  6.33653
H  0.54440  11.33856  7.76587
H  2.28494  10.87271  7.89252
H  0.64935  9.12404  8.88386
H  1.94755  8.53655  7.62317
H  -1.56928  7.94899  8.26807
H  -1.95602  8.55118  6.78523
H  -1.29936  9.67934  7.97360
C  6.11055  -2.33855  10.40190
C  4.68197  -2.65030  10.44791
N  4.41092  -3.96295  11.30689
C  4.82827  -3.76078  12.84038
C  2.90467  -4.26244  11.17417
C  2.37312  -5.64581  11.64113
C  5.31732  -5.16283  10.89248
C  5.14787  -5.70053  9.49867
O  5.34522  -4.72483  8.52931
C  5.60977  -5.23396  7.22252
H  6.17020  -1.34831  9.95029
H  6.67252  -2.98821  9.73090
H  6.54369  -2.30014  11.40140
H  4.21509  -2.88732  9.49190
H  4.02623  -1.96476  10.98471
H  5.88963  -3.56759  12.99627
H  4.48438  -4.54038  13.52014
H  4.19855  -2.94487  13.19511
H  2.57947  -4.05438  10.15483
H  2.45467  -3.38014  11.62930
H  2.49781  -5.88867  12.69639
H  2.79420  -6.44880  11.03614
H  1.29420  -5.64839  11.48610
H  5.00174  -6.02024  11.48691
H  6.32905  -4.98924  11.25905
H  4.12593  -6.05196  9.35646
H  5.76345  -6.57428  9.28487
H  6.68213  -5.30026  7.03881
H  5.24933  -4.59014  6.42024
H  5.16114  -6.21458  7.06375
C  2.60753  1.22415  0.60493
C  1.42346  1.98375  1.14557
N  0.51506  1.28152  2.23363
C  1.35564  1.12633  3.51041
C  -0.63103  2.19422  2.67448
C  -1.55897  2.72635  1.55329
C  -0.20180  -0.04254  1.78402
C  0.47187  -1.46647  2.06306
O  0.31301  -1.82473  3.42419
C  -0.93870  -2.16644  4.03496
H  2.19461  0.39912  0.02447
H  3.29183  0.95706  1.41021
H  3.14964  1.92325  -0.03185
H  0.74933  2.18722  0.31355
H  1.76779  2.85741  1.69899
H  0.73306  0.79275  4.34061
H  1.89073  2.05025  3.72983
H  2.07594  0.36836  3.20261
H  -0.14170  2.99588  3.22764
H  -1.21977  1.71889  3.45904
H  -2.21655  1.92818  1.20887
H  -1.15869  3.16101  0.63735
H  -2.22106  3.55937  1.78958
H  -0.23601  0.06918  0.70031
H  -1.21358  -0.10504  2.18464
H  1.50494  -1.42405  1.71798
H  0.02442  -2.26180  1.46695
H  -1.00074  -2.39299  5.09934
H  -1.25882  -3.13701  3.65601
H  -1.57275  -1.28654  3.92607
C  6.45533  4.43335  -9.87502
C  6.93881  4.61850  -8.40455
N  8.43909  4.99358  -8.29970
C  8.60795  6.08189  -9.39445
C  8.79270  5.52583  -6.88007
C  8.16758  6.87873  -6.44293
C  9.39681  3.90301  -8.75505
C  9.61071  2.83459  -7.73692
O  8.47256  2.20291  -7.19501
C  8.77808  1.39493  -5.95953
H  5.38277  4.24245  -9.83939
H  6.88244  3.61838  -10.45941
H  6.42524  5.40348  -10.37103
H  6.72725  3.76098  -7.76580
H  6.37090  5.48512  -8.06611
H  7.79162  6.80418  -9.39224
H  8.63876  5.66259  -10.40009
H  9.47337  6.73363  -9.27454
H  9.87415  5.61907  -6.97955
H  8.45792  4.73749  -6.20588
H  8.37181  7.13120  -5.40242
H  7.08145  6.85989  -6.53283
H  8.37728  7.72280  -7.09994
H  10.32738  4.38455  -9.05549
H  8.99497  3.46227  -9.66740
H  10.36671  3.02608  -6.97541
H  10.02362  2.02318  -8.33627
H  7.89081  0.78127  -5.80379
H  9.06881  1.88785  -5.03183
H  9.60656  0.76539  -6.28417
C  2.86302  -2.99696  -7.94902
C  3.40404  -3.53355  -9.30842
N  2.99307  -5.03732  -9.60893
C  3.60227  -5.89934  -8.44673
C  1.43120  -5.17785  -9.44472
C  0.54621  -4.65340  -10.68797
C  3.59506  -5.51479  -11.03297
C  5.01542  -6.10116  -11.13104
O  5.80077  -4.93417  -10.72115
C  7.19031  -5.12568  -10.99029
H  3.25908  -3.56253  -7.10560
H  1.78933  -2.84266  -8.05616
H  3.09063  -1.95402  -7.72863
H  4.46839  -3.36300  -9.47020
H  3.06216  -3.07582  -10.23671
H  3.02750  -5.56793  -7.58191
H  4.66021  -5.80264  -8.20279
H  3.38163  -6.92824  -8.73095
H  1.17872  -4.82204  -8.44584
H  1.33472  -6.26310  -9.41293
H  -0.40436  -5.18151  -10.61305
H  0.80558  -5.09232  -11.65139
H  0.35255  -3.58507  -10.78415
H  3.32614  -4.72860  -11.73843
H  2.94487  -6.35242  -11.28540
H  5.15655  -6.54227  -12.11775
H  5.23354  -6.88767  -10.40861
H  7.72778  -4.25856  -10.60646
H  7.34529  -5.14315  -12.06907
H  7.62637  -5.98999  -10.48939
C  -0.53061  -10.96877  -2.07941
C  -1.18712  -12.08495  -1.21095
N  -0.22767  -12.74661  -0.21544
C  0.07690  -11.73125  0.91068
C  -1.08634  -14.00729  0.34984
C  -2.34748  -13.67153  1.19268
C  1.14497  -13.23215  -0.78563
C  0.97445  -14.43192  -1.83692
O  0.16294  -13.93796  -2.95077
C  0.87760  -13.86851  -4.14924
H  -0.01223  -11.40083  -2.93539
H  -0.02973  -10.31155  -1.36856
H  -1.31238  -10.38150  -2.56112
H  -1.61585  -12.81943  -1.89274
H  -2.01336  -11.59802  -0.69296
H  0.21523  -12.26583  1.85047
H  -0.86303  -11.21668  1.11029
H  0.98837  -11.13916  0.82842
H  -0.45152  -14.61866  0.99118
H  -1.44145  -14.55731  -0.52164
H  -2.74746  -14.57594  1.65114
H  -3.13360  -13.29096  0.54055
H  -2.22214  -12.88687  1.93879
H  1.90062  -13.51688  -0.05350
H  1.51738  -12.29059  -1.18922
H  0.60104  -15.37088  -1.42822
H  2.00042  -14.66338  -2.12311
H  0.15303  -13.64172  -4.93134
H  1.44711  -14.76222  -4.40426
H  1.59153  -13.04952  -4.06177
C  -13.16055  -0.95557  9.94701
C  -12.22235  -0.59306  8.73933
C  -11.22160  0.50494  8.88999
N  -10.93614  1.29241  7.48069
C  -9.98257  0.40677  6.62954
C  -10.22781  2.61638  7.82375
C  -10.71123  3.61454  6.71486
C  -11.68105  2.83758  5.76851
C  -12.11518  1.63000  6.58942
H  -13.93678  -0.19589  9.85503
H  -12.57834  -0.81432  10.85760
H  -13.39864  -2.00237  9.75837
H  -12.83853  -0.45905  7.85025
H  -11.80625  -1.57316  8.50617
H  -10.33647  -0.00185  9.27442
H  -11.55016  1.26061  9.60353
H  -10.49193  -0.55333  6.54671
H  -9.07138  0.32309  7.22183
H  -9.77273  1.00109  5.74023
H  -9.14491  2.63082  7.70032
H  -10.53841  3.02863  8.78379
H  -9.92993  4.25766  6.30982
H  -11.22001  4.35969  7.32641
H  -11.06561  2.53066  4.92285
H  -12.48709  3.46721  5.39173
H  -12.36153  0.71969  6.04285
H  -12.81583  1.86795  7.38977
B  6.67970  -8.41956  -1.02099
F  6.21864  -9.28585  -0.03424
F  6.18598  -8.68002  -2.22610
F  6.54685  -7.05160  -0.84587
F  8.00894  -8.70049  -1.11173
B  -2.78101  0.69355  10.73169
F  -1.44103  0.87769  10.56749
F  -3.48350  1.10080  9.55537
F  -3.08841  -0.65187  10.86346
F  -3.34108  1.29699  11.83958
B  0.66021  7.86940  -4.68827
F  1.53043  8.20939  -3.68725
F  -0.61436  8.44316  -4.36254
F  1.12173  8.28423  -5.92607
F  0.63924  6.49211  -4.78757
B  -5.58998  -2.16061  -3.03968
F  -6.70247  -2.21243  -3.79750
F  -5.31593  -0.88499  -2.60480
F  -6.02635  -2.68360  -1.83572
F  -4.43862  -2.88107  -3.43752
B  8.65495  5.80104  3.33990
F  9.28778  6.92027  3.87550
F  9.56112  4.89648  2.91345
F  7.89094  5.30462  4.35027
F  7.78361  6.10795  2.37378